(1)
{"formula": "C15H14N13O5SV", "method": "the ωB97M-V functional and the def2-TZVPD basis", "multiplicity": 2, "total_charge": -1, "e_homo_ha": [-0.229, -0.229], "orbital_gap_ev": [7.1971, 7.7807], "s_squared": 0.759, "lumo_energy_ev": [0.974, 1.554], "total_energy_ev": -81917.76337, "elements": ["V", "O", "C", "C", "N", "C", "C", "O", "O", "C", "C", "O", "O", "H", "H", "H", "H", "H", "H", "H", "H", "H", "N", "C", "N", "N", "N", "N", "C", "N", "N", "N", "N", "H", "S", "C", "N", "N", "C", "C", "C", "C", "C", "N", "C", "H", "H", "H", "H"], "positions_angstrom": [[-0.750, -0.842, -0.143], [-0.968, 2.256, -2.022], [-2.371, 2.319, -2.062], [-3.152, 1.094, -1.599], [-2.812, 0.482, -0.293], [-2.572, 1.485, 0.746], [-1.091, 1.812, 0.825], [-0.621, 2.802, 1.281], [-0.345, 0.753, 0.388], [-3.813, -0.549, 0.026], [-3.387, -1.918, -0.467], [-4.167, -2.765, -0.797], [-2.066, -2.074, -0.450], [-0.681, 1.377, -2.321], [-2.639, 3.185, -1.451], [-2.731, 2.517, -3.079], [-4.198, 1.427, -1.559], [-3.083, 0.297, -2.341], [-3.143, 2.404, 0.612], [-2.812, 1.043, 1.714], [-3.897, -0.638, 1.110], [-4.792, -0.320, -0.397], [0.992, -2.857, 2.063], [-0.153, -2.263, 2.526], [-0.644, -2.429, 3.736], [-1.753, -1.655, 3.743], [-1.912, -1.067, 2.614], [-0.883, -1.437, 1.794], [1.518, -2.622, 0.818], [2.682, -3.081, 0.439], [2.806, -2.641, -0.846], [1.793, -1.967, -1.209], [0.907, -1.921, -0.150], [1.507, -3.454, 2.686], [-0.502, -1.822, -4.642], [-0.555, -1.180, -3.180], [-0.612, -0.669, -2.114], [5.974, 1.879, 3.326], [5.368, 1.656, 2.375], [4.613, 1.381, 1.172], [5.197, 1.529, -0.080], [4.430, 1.268, -1.196], [3.113, 0.868, -1.017], [2.551, 0.697, 0.179], [3.291, 0.953, 1.250], [6.228, 1.846, -0.164], [4.844, 1.356, -2.190], [2.476, 0.664, -1.870], [2.818, 0.820, 2.217]], "atomic_forces_ev_per_a": [[-0.376, -0.769, -0.497], [0.018, -0.263, -0.068], [0.073, 0.069, 0.169], [0.115, -0.272, -0.079], [0.259, -0.065, 0.124], [-0.103, -0.161, -0.036], [0.051, -0.700, -0.273], [0.126, 0.188, 0.054], [0.166, 1.551, 0.475], [-0.035, 0.324, 0.176], [0.618, 0.106, -0.030], [-0.125, -0.182, -0.009], [-0.733, -0.307, -0.156], [-0.036, 0.063, 0.090], [-0.040, 0.017, -0.020], [-0.049, 0.053, -0.032], [-0.074, -0.078, -0.033], [0.003, 0.012, -0.048], [-0.040, 0.013, 0.008], [-0.013, 0.046, 0.037], [-0.002, -0.012, 0.010], [-0.054, 0.058, 0.031], [-0.035, 0.040, -0.083], [0.462, -0.213, -0.100], [-0.317, 0.155, 0.121], [0.107, -0.078, 0.004], [0.197, -0.115, -0.068], [-0.447, 0.239, 0.225], [-0.255, -0.032, 0.445], [0.238, 0.010, -0.356], [-0.011, -0.057, 0.164], [-0.190, -0.002, 0.221], [0.188, 0.009, -0.196], [0.027, 0.035, -0.007], [-0.009, 0.067, 0.133], [0.008, 0.061, -0.134], [0.108, 0.217, -0.288], [0.022, 0.013, 0.023], [-0.215, -0.085, -0.324], [0.208, 0.038, 0.384], [0.118, 0.052, -0.064], [0.013, 0.004, -0.037], [-0.128, -0.076, 0.084], [0.324, 0.123, 0.031], [-0.147, -0.026, -0.074], [-0.004, -0.011, 0.001], [-0.028, 0.032, 0.003], [0.023, -0.078, 0.002], [-0.005, -0.013, -0.006]], "mulliken_charge": [0.11, -0.49, -0.92, -0.77, 0.51, -1.11, 0.67, -0.61, -0.35, -0.75, 0.58, -0.67, -0.42, 0.26, 0.41, 0.39, 0.37, 0.49, 0.44, 0.57, 0.47, 0.39, -0.06, 0.46, -0.59, -0.76, -0.45, 1.12, 0.35, -0.58, -0.67, -0.41, 1.00, 0.24, -0.45, 0.65, -0.29, -0.52, 0.01, 0.18, -0.23, -0.82, -0.13, -0.03, -0.29, 0.47, 0.42, 0.33, 0.49]}

---

(2)
{"formula": "C15H14N2O4S", "method": "the ωB97M-V functional and the def2-TZVPD basis", "smiles": "C/C(=N\\NS(=O)(=O)c1ccccc1)c1ccc2c(c1)OCO2", "e_homo_ha": -0.302, "orbital_gap_ev": 8.6978, "lumo_energy_ev": 0.478, "total_energy_ev": -37785.58710, "elements": ["C", "C", "N", "N", "S", "O", "O", "C", "C", "C", "C", "C", "C", "C", "C", "C", "C", "C", "C", "O", "C", "O", "H", "H", "H", "H", "H", "H", "H", "H", "H", "H", "H", "H", "H", "H"], "positions_angstrom": [[-0.882, -2.709, 0.634], [-0.323, -1.648, -0.260], [-0.948, -1.080, -1.221], [-2.277, -1.362, -1.474], [-3.466, -0.799, -0.392], [-3.553, -1.647, 0.756], [-4.628, -0.630, -1.211], [-2.797, 0.790, 0.086], [-2.996, 1.868, -0.753], [-2.405, 3.081, -0.439], [-1.616, 3.191, 0.696], [-1.426, 2.100, 1.529], [-2.022, 0.887, 1.223], [1.065, -1.212, -0.069], [1.779, -1.557, 1.077], [3.088, -1.138, 1.288], [3.666, -0.362, 0.313], [2.959, -0.004, -0.840], [1.670, -0.407, -1.051], [3.763, 0.769, -1.637], [4.996, 0.877, -0.959], [4.921, 0.175, 0.264], [-1.122, -2.318, 1.621], [-0.158, -3.514, 0.743], [-1.802, -3.100, 0.206], [-2.519, -0.965, -2.375], [-3.619, 1.745, -1.624], [-2.556, 3.937, -1.080], [-1.150, 4.135, 0.934], [-0.814, 2.192, 2.413], [-1.910, 0.023, 1.857], [1.313, -2.159, 1.841], [3.631, -1.409, 2.178], [1.120, -0.135, -1.934], [5.218, 1.937, -0.761], [5.799, 0.448, -1.581]], "atomic_forces_ev_per_a": [[-0.135, -0.147, -0.202], [-0.640, -0.176, -0.030], [0.707, 0.455, -0.067], [-0.900, -0.443, 0.442], [0.065, 0.237, -0.263], [0.361, 0.220, 0.068], [0.122, 0.199, -0.196], [-0.297, -0.630, -0.052], [-0.089, 0.116, -0.131], [-0.019, -0.061, -0.050], [0.019, 0.018, 0.029], [0.000, -0.023, 0.004], [0.030, -0.023, 0.161], [0.643, 0.147, 0.159], [-0.341, -0.015, -0.235], [0.453, 0.260, -0.129], [-0.438, 0.024, -0.330], [0.102, -0.236, 0.493], [0.330, 0.096, -0.026], [-0.458, -0.147, -0.062], [1.002, 0.633, -0.454], [-0.250, -0.297, 0.373], [-0.009, -0.008, 0.080], [0.063, 0.002, 0.042], [0.074, -0.061, 0.076], [-0.022, -0.003, 0.051], [-0.063, 0.075, -0.130], [-0.025, 0.062, -0.054], [0.037, 0.078, 0.022], [0.049, -0.001, 0.075], [0.067, -0.078, 0.137], [-0.085, -0.092, 0.061], [0.064, -0.038, 0.121], [-0.054, 0.083, -0.134], [-0.127, -0.249, -0.001], [-0.236, 0.025, 0.151]], "mulliken_charge": [-1.76, 0.98, -0.16, -0.56, 1.22, -0.63, -0.71, 0.14, -0.50, -0.55, -0.44, -0.64, -0.11, 0.43, -0.64, -1.22, 1.04, 0.85, -1.10, -0.49, -0.23, -0.48, 0.30, 0.50, 0.51, 0.33, 0.43, 0.40, 0.39, 0.43, 0.44, 0.39, 0.42, 0.51, 0.24, 0.25]}

---

(3)
{"formula": "C15H14N6O", "method": "the ωB97M-V functional and the def2-TZVPD basis", "e_homo_ha": -0.270, "orbital_gap_ev": 6.8118, "lumo_energy_ev": -0.526, "total_energy_ev": -26763.70824, "elements": ["N", "O", "N", "N", "N", "C", "C", "C", "C", "C", "C", "C", "C", "C", "C", "C", "C", "N", "N", "C", "C", "C", "H", "H", "H", "H", "H", "H", "H", "H", "H", "H", "H", "H", "H", "H"], "positions_angstrom": [[4.327, 4.904, 0.714], [-0.469, -3.173, 1.510], [3.217, 4.382, 0.488], [1.974, 3.921, 0.114], [-1.459, -0.806, -2.435], [-0.141, -2.112, 0.931], [1.824, 2.650, 0.305], [2.794, 1.709, 0.936], [2.419, 0.402, 1.078], [0.691, 2.024, -0.366], [0.199, 0.796, 0.047], [1.002, -0.071, 0.960], [-1.618, -1.857, -3.186], [-0.897, -0.859, -1.194], [-1.163, -3.085, -2.570], [-0.825, -3.156, -1.222], [-0.585, -2.006, -0.462], [-1.022, 0.306, -0.451], [0.630, -1.185, 1.544], [1.329, -1.521, 2.793], [-3.013, 1.777, -0.672], [-2.302, 0.748, 0.180], [3.850, 2.020, 0.972], [3.193, -0.373, 1.217], [0.015, 2.471, -1.040], [-1.900, -1.933, -4.209], [-1.325, -3.863, -3.184], [-0.571, -4.153, -0.993], [1.977, -0.775, 3.245], [0.657, -1.957, 3.487], [2.129, -2.331, 2.612], [-2.663, 1.725, -1.665], [-3.018, 2.764, -0.414], [-4.023, 1.524, -0.642], [-2.190, 1.148, 1.169], [-3.044, -0.058, 0.403]], "atomic_forces_ev_per_a": [[-9.971, -4.463, -1.844], [0.800, 1.763, -0.434], [5.582, 2.858, 0.420], [5.220, 6.543, 0.673], [0.237, 1.980, 0.286], [-1.355, -3.316, 1.396], [-0.731, -7.352, -0.141], [-1.457, 1.561, -2.003], [-1.955, -1.505, 0.211], [1.370, 0.256, 2.680], [1.941, -2.435, 2.495], [3.015, 7.041, -4.110], [2.798, -2.968, 3.379], [-2.534, -0.452, 0.093], [-1.538, 4.019, 0.813], [0.924, -0.232, -2.017], [-0.303, -0.047, -2.525], [-0.065, 1.641, 1.242], [0.028, -1.990, 1.629], [1.899, -2.449, -0.561], [0.140, -1.911, -0.313], [-0.261, -0.359, -0.543], [-0.626, -0.189, 0.325], [-0.496, 0.523, 0.530], [-0.270, 1.280, -0.695], [-0.623, 0.898, -0.614], [-0.064, -3.365, -1.443], [0.202, -0.836, 1.392], [-0.879, 0.824, -0.366], [-0.716, -0.191, 0.649], [-1.362, 0.756, -0.113], [0.240, -0.275, -1.235], [0.734, 2.725, 1.294], [-1.993, -0.437, -0.399], [1.029, 0.246, 0.587], [1.041, -0.144, -0.736]], "mulliken_charge": [-0.42, -0.69, 0.52, -0.43, -0.59, 0.19, 0.41, -0.60, -1.12, -0.50, 0.18, 0.48, -0.39, 0.05, -0.66, -1.06, 0.96, 0.72, 0.10, -1.23, -1.53, -0.39, 0.31, 0.44, 0.56, 0.40, 0.49, 0.47, 0.47, 0.36, 0.36, 0.38, 0.43, 0.41, 0.45, 0.45]}

---

Respective ΔE to the lowest compared entry with this formula, charge and spin values: 0.0 5.1 143.0 kcal/mol.